A cluster of 5 separate species, C4H19N3O5 in total in a non-equilibrium geometry, computed with the ωB97M-V functional and the def2-TZVPD basis.

Output
Structure (SMILES): NCCNCC(N)=O.O.O.O.O
Orbital gap, Eh: 0.3384
Highest occupied orbital energy, eV: -8.83
Total energy, Eh: -704.2594
Energy relative to the best compared isomer or geometry (same formula, charge and spin), kcal per mole: 18.21

ORCA input file:
```
! wB97M-V def2-TZVPD RIJCOSX def2/J DEFGRID3
* xyz 0 1
N -1.792 -0.258 1.184
C -2.740 -0.942 0.301
C -2.081 -1.416 -1.014
N -1.231 -0.456 -1.729
C -1.733 0.909 -1.669
C -0.995 1.800 -0.684
N 0.352 1.802 -0.595
O -1.662 2.613 -0.036
H -1.962 0.735 1.055
H -1.943 -0.492 2.151
H -3.183 -1.841 0.734
H -3.574 -0.268 0.081
H -2.925 -1.638 -1.671
H -1.473 -2.264 -0.712
H -0.347 -0.499 -1.236
H -2.762 0.998 -1.385
H -1.610 1.472 -2.593
H 0.812 2.570 -0.147
H 0.867 1.004 -0.935
H 5.175 0.445 -1.226
H 4.254 -0.148 -2.273
O 4.915 -0.394 -1.621
H 3.275 -0.294 0.206
H 2.525 -1.251 -0.671
O 2.526 -0.328 -0.398
H -0.227 0.279 2.730
H -0.331 -0.718 3.893
O 0.218 -0.012 3.538
H 1.532 -1.350 1.452
H 1.953 -2.090 2.618
O 1.883 -2.226 1.665
*
```

Löwdin population analysis, charges in e, atoms 1 to 4: N 0.019; C -0.260; C -0.215; N -0.045


The ion H3O5P2 with charge -1 in a non-equilibrium geometry, computed with the ωB97M-V functional and the def2-TZVPD basis.

Output
Structure (SMILES): O=[P@H]([O-])P(=O)(O)O
Orbital gap, Eh: 0.3366
Highest occupied orbital energy, eV: -5.16
Total energy, Eh: -1060.9315
Energy relative to the best compared isomer or geometry (same formula, charge and spin), kcal per mole: 4.90

ORCA input file:
```
! wB97M-V def2-TZVPD RIJCOSX def2/J DEFGRID3
* xyz -1 1
O 1.633 -0.345 0.943
O -0.115 1.088 2.205
O 0.305 -0.373 -1.733
O -1.109 -1.440 0.047
O -2.130 0.438 -1.487
P -0.912 0.008 -0.715
P 0.597 0.711 0.971
H 1.072 -0.452 -1.147
H -0.355 -1.496 0.658
H 1.013 1.860 0.257
*
```

Löwdin population analysis, charges in e, atoms 1 to 4: O -0.427; O -0.440; O -0.240; O -0.239


A structure of composition C2HF3O in a non-equilibrium geometry, computed with the ωB97M-V functional and the def2-TZVPD basis.

Output
Orbital gap, Eh: 0.3914
Highest occupied orbital energy, eV: -11.83
Total energy, Eh: -451.5885
Energy relative to the best compared isomer or geometry (same formula, charge and spin), kcal per mole: 31.23

ORCA input file:
```
! wB97M-V def2-TZVPD RIJCOSX def2/J DEFGRID3
* xyz 0 1
C 0.373 0.414 -0.197
C -0.686 1.486 -0.018
O 1.484 0.645 -0.551
F -1.370 1.858 -1.574
F -1.742 1.142 0.663
F -0.264 2.669 0.320
H -0.001 -0.583 0.100
*
```

Löwdin population analysis, charges in e, atoms 1 to 4: C -0.138; C -0.393; O 0.154; F -0.155


A cluster of 17 separate species, C2H38N2O16 in total in a non-equilibrium geometry, computed with the ωB97M-V functional and the def2-TZVPD basis.

Output
Orbital gap, Eh: 0.3463
Highest occupied orbital energy, eV: -9.68
Total energy, Eh: -1412.3203
Energy relative to the best compared isomer or geometry (same formula, charge and spin), kcal per mole: 92.62

ORCA input file:
```
! wB97M-V def2-TZVPD RIJCOSX def2/J DEFGRID3
* xyz 0 1
C -1.443 2.378 0.799
N -0.222 1.965 0.079
C 0.624 3.003 -0.193
N 1.905 3.029 -0.150
H -1.353 2.586 1.882
H -1.864 3.278 0.264
H -2.093 1.486 0.668
H 0.106 1.092 0.486
H 0.013 3.811 -0.615
H 2.301 3.793 -0.697
H -2.892 -2.947 -1.513
H -2.268 -2.389 -0.098
O -2.376 -3.123 -0.731
H -1.817 -2.367 2.110
H -3.273 -2.013 1.764
O -2.368 -1.698 1.650
H -0.153 -1.950 -1.917
H 0.454 -0.566 -1.303
O -0.116 -0.996 -2.002
H 4.169 1.920 1.570
H 2.734 1.871 1.087
O 3.466 1.276 1.432
H 0.200 0.321 -3.060
H -0.040 -0.023 -4.531
O 0.072 0.730 -3.945
H -2.147 0.509 -3.187
H -3.498 -0.288 -3.158
O -3.092 0.558 -2.961
H 2.169 -0.971 3.004
H 1.463 -0.623 1.738
O 1.324 -1.147 2.563
H 3.817 1.461 -1.723
H 4.179 0.327 -0.718
O 3.460 0.695 -1.246
H 0.567 0.548 4.743
H 0.805 0.492 3.261
O 0.651 1.134 3.982
H -1.764 0.421 3.950
H -2.204 -0.832 3.188
O -2.136 -0.457 4.088
H -2.997 2.561 -0.592
H -3.285 2.150 -2.099
O -3.145 2.889 -1.484
H 1.044 -4.594 0.387
H -0.045 -5.027 1.265
O 0.922 -5.043 1.235
H 3.317 -2.629 -2.545
H 2.065 -2.396 -3.163
O 2.391 -2.552 -2.262
H 1.971 0.315 -0.208
H 2.091 -1.308 -0.340
O 1.540 -0.559 -0.088
H -0.523 2.836 -3.332
H -1.558 3.476 -2.491
O -0.669 3.653 -2.838
H -0.064 -4.132 2.732
H 0.073 -2.658 2.381
O -0.486 -3.275 2.885
*
```

Löwdin population analysis, charges in e, atoms 1 to 4: C -0.086; N -0.016; C -0.299; N 0.080


Question: What is the total energy in the fourth record?
Answer: -1412.3203 Eh